1.
{
  "formula": "C6H7O3S2",
  "method": "the ωB97M-V functional and the def2-TZVPD basis",
  "e_homo_ev": [-3.637, -3.664],
  "largest_force_ha_per_bohr": 0.061,
  "lumo_energy_ev": [2.808, 2.803],
  "charge": -1,
  "species": ["C", "C", "C", "C", "C", "C", "O", "O", "O", "S", "S", "H", "H", "H", "H", "H", "H", "H"],
  "positions_angstrom": [[-1.839, -1.599, -0.379], [-0.664, -2.258, -0.619], [-1.934, -0.298, 0.039], [0.885, 0.013, -0.805], [2.334, 0.597, 1.172], [2.037, 0.846, -0.378], [-3.229, 1.830, 0.665], [-4.429, 0.202, -0.740], [1.803, 2.217, -0.639], [0.966, -1.639, -0.767], [-3.393, 0.434, 0.289], [-2.802, -2.118, -0.437], [-0.891, -3.301, -0.781], [1.643, 1.323, 1.711], [3.301, 1.027, 1.249], [2.255, -0.502, 1.479], [2.927, 0.853, -1.034], [1.028, 2.375, -0.027]]
}

2.
{
  "formula": "C6H8",
  "method": "the ωB97M-V functional and the def2-TZVPD basis",
  "e_homo_ev": -8.753,
  "smiles": "C1=C[C@H]2C[C@H]2C1",
  "largest_force_ha_per_bohr": 0.034,
  "lumo_energy_ev": 1.245,
  "species": ["C", "C", "C", "C", "C", "C", "H", "H", "H", "H", "H", "H", "H", "H"],
  "positions_angstrom": [[1.460, -0.189, 0.201], [0.737, -1.276, -0.109], [-0.639, -0.852, -0.505], [-1.418, -0.134, 0.631], [-0.670, 0.688, -0.414], [0.779, 1.103, -0.079], [2.524, -0.190, 0.544], [1.239, -2.238, 0.026], [-1.223, -1.447, -1.218], [-2.523, -0.038, 0.517], [-1.001, -0.156, 1.628], [-1.213, 1.352, -1.055], [0.826, 1.705, 0.800], [1.121, 1.671, -0.966]]
}

3.
{
  "formula": "C6H8",
  "method": "the ωB97M-V functional and the def2-TZVPD basis",
  "e_homo_ev": [-8.378, -8.379],
  "largest_force_ha_per_bohr": 0.013,
  "lumo_energy_ev": [-0.193, -0.193],
  "species": ["C", "C", "C", "C", "C", "C", "H", "H", "H", "H", "H", "H", "H", "H"],
  "positions_angstrom": [[-1.052, -0.355, 0.657], [-0.393, 0.985, 0.338], [1.088, 0.797, 0.053], [1.908, -0.360, 0.432], [-0.380, -0.973, -0.606], [0.053, 0.453, -1.001], [-2.133, -0.291, 0.503], [-0.865, -0.810, 1.636], [-0.785, 1.971, 0.575], [1.674, 1.682, -0.179], [0.509, -1.597, -0.440], [1.412, -0.878, 1.282], [-1.029, -1.543, -1.268], [-0.006, 0.919, -1.981]]
}

4.
{
  "formula": "C6H8",
  "method": "the ωB97M-V functional and the def2-TZVPD basis",
  "e_homo_ev": -9.376,
  "largest_force_ha_per_bohr": 0.086,
  "lumo_energy_ev": -0.163,
  "species": ["C", "C", "C", "C", "C", "C", "H", "H", "H", "H", "H", "H", "H", "H"],
  "positions_angstrom": [[-2.341, -0.936, -0.194], [0.941, -0.705, 0.078], [-2.579, 0.198, 0.284], [0.786, 0.491, -0.060], [1.473, -2.105, -0.037], [0.582, 1.905, -0.218], [-3.364, 0.796, -0.041], [-1.866, 0.703, 1.050], [0.636, -2.695, -0.187], [1.867, -2.510, 0.890], [2.231, -2.095, -0.780], [0.687, 2.485, 0.645], [-0.393, 2.169, -0.653], [1.340, 2.302, -0.776]]
}

5.
{
  "formula": "C6H8",
  "method": "the ωB97M-V functional and the def2-TZVPD basis",
  "e_homo_ev": -8.685,
  "smiles": "C1=C[C@H]2C[C@H]2C1",
  "largest_force_ha_per_bohr": 0.073,
  "lumo_energy_ev": 1.202,
  "species": ["C", "C", "C", "C", "C", "C", "H", "H", "H", "H", "H", "H", "H", "H"],
  "positions_angstrom": [[-1.528, 0.181, 0.025], [-0.759, 1.243, -0.060], [0.665, 0.953, -0.478], [1.365, -0.077, 0.532], [0.596, -0.554, -0.588], [-0.824, -1.107, -0.118], [-2.538, 0.346, 0.412], [-0.928, 2.325, 0.331], [1.219, 1.569, -1.126], [2.497, -0.045, 0.628], [0.991, -0.184, 1.568], [1.134, -1.230, -1.266], [-0.727, -1.559, 0.946], [-1.162, -1.861, -0.807]]
}

6.
{
  "formula": "C6H8",
  "method": "the ωB97M-V functional and the def2-TZVPD basis",
  "e_homo_ev": -8.525,
  "smiles": "C=C/C=C\\C=C",
  "largest_force_ha_per_bohr": 0.075,
  "lumo_energy_ev": 1.115,
  "species": ["C", "C", "C", "C", "C", "C", "H", "H", "H", "H", "H", "H", "H", "H"],
  "positions_angstrom": [[-2.223, 0.334, -0.176], [-1.056, 0.036, 0.434], [-0.280, -1.180, 0.102], [1.019, -1.224, -0.094], [1.801, 0.003, 0.142], [1.276, 1.178, -0.218], [-2.801, 1.135, 0.175], [-2.407, -0.111, -1.110], [-0.636, 0.571, 1.314], [-0.866, -2.069, -0.124], [1.503, -2.046, -0.573], [2.615, -0.197, 0.782], [1.462, 2.215, 0.386], [0.594, 1.355, -1.040]]
}